# 1
{"formula": "C26H64B4N2O10", "method": "ωB97M-V with the def2-TZVPD basis set", "homo_ha": -0.282, "orbital_gap_ha": 0.302, "elements": ["O", "O", "O", "O", "O", "O", "O", "O", "O", "O", "N", "N", "C", "C", "C", "C", "C", "C", "C", "C", "C", "C", "C", "C", "C", "C", "C", "C", "C", "C", "C", "C", "C", "C", "C", "C", "C", "C", "B", "B", "B", "B", "H", "H", "H", "H", "H", "H", "H", "H", "H", "H", "H", "H", "H", "H", "H", "H", "H", "H", "H", "H", "H", "H", "H", "H", "H", "H", "H", "H", "H", "H", "H", "H", "H", "H", "H", "H", "H", "H", "H", "H", "H", "H", "H", "H", "H", "H", "H", "H", "H", "H", "H", "H", "H", "H", "H", "H", "H", "H", "H", "H", "H", "H", "H", "H"], "coordinates": [[9.59898, 3.01880, -0.87730], [-0.85657, -7.78042, 4.84900], [5.05933, 4.26465, 1.28331], [-0.86095, -5.91818, 1.62633], [-4.41197, 0.80508, -1.93447], [-2.21761, -0.04377, -1.89735], [2.99985, -5.14298, -1.14003], [-5.76285, 2.04499, 0.78773], [-5.39002, 7.34767, 0.26688], [-2.65601, 2.24250, -1.32311], [-0.46531, -1.31259, 1.19051], [1.99323, 3.82097, 0.62149], [-0.43128, -8.69747, 3.83970], [-4.12379, -1.49061, -0.83417], [9.28060, 3.14701, -2.26144], [7.41658, 3.73927, 1.62044], [1.84582, 3.69148, -1.81818], [1.47927, 4.49972, -0.58128], [-1.74987, -6.76546, 0.89798], [-5.59209, 4.23846, -0.46428], [0.68055, -5.56810, -1.66093], [-0.27123, 3.00564, -3.02248], [-1.59317, -1.39700, 2.08800], [-2.95637, -1.11903, 1.44676], [0.81308, 2.56857, -2.05482], [2.12306, -5.99161, -1.87339], [0.58148, -9.68822, 4.38185], [6.07392, 3.27470, 1.09415], [-3.19055, -6.33822, 1.10925], [-6.75749, 7.70015, 0.45844], [0.29791, -2.39573, 0.85073], [8.46163, 1.97070, -2.76049], [1.15874, -0.59110, -0.16268], [0.06039, -0.21124, 0.57236], [-7.06304, 9.08325, -0.08665], [-1.20263, 1.82978, -3.38255], [1.31529, -1.99118, 0.01630], [-3.26876, -2.08539, 0.29466], [-5.14122, 2.75268, -0.23902], [-3.54243, -0.24679, -1.58185], [-3.99877, 1.92921, -1.19981], [-2.02498, 1.30806, -2.16232], [0.16722, 3.44024, -3.91535], [-6.99892, 7.64833, 1.52561], [2.07109, -2.64352, -0.38067], [-2.36438, -2.53107, -0.11323], [-4.85104, 7.99640, 0.72918], [2.99394, 3.98826, 0.65503], [-3.68370, -1.30763, 2.23535], [2.39715, -5.90756, -2.92377], [-6.08721, 4.30309, -1.43591], [0.39799, 4.58754, -0.50298], [-1.61435, -2.41811, 2.45373], [7.53875, 1.87935, -2.18666], [2.83965, 3.26580, -1.71241], [-3.87705, -6.97381, 0.54787], [-0.00510, -8.12808, 3.00656], [-5.13081, -1.28328, -0.48063], [-1.87578, 2.15885, -4.17630], [-0.00368, -6.20291, -2.22879], [-8.11584, 9.33502, 0.04900], [5.73865, 2.38409, 1.62225], [8.71996, 4.07467, -2.36571], [-6.34017, 4.49582, 0.28417], [-4.23621, -2.27592, -1.58957], [10.20623, 3.24055, -2.83895], [6.14630, 3.03436, 0.02813], [0.54202, -4.53286, -1.97502], [1.46627, -9.16843, 4.75631], [-0.88809, 3.75202, -2.52162], [-3.85384, -2.90029, 0.71925], [2.27770, -7.03081, -1.56183], [8.17546, 2.97130, 1.47986], [0.12138, -3.40304, 1.18694], [-7.34652, 6.94582, -0.06039], [7.74415, 4.64214, 1.10067], [-5.13894, 1.66805, 1.41423], [1.30401, 1.67383, -2.42877], [-6.82455, 9.13266, -1.14934], [2.76280, -5.22429, -0.21103], [1.88281, 5.51516, -0.66683], [-1.09464, -5.99224, 2.55868], [-0.35833, 0.77195, 0.69223], [-1.48275, -6.69541, -0.15378], [9.01487, 1.03644, -2.64005], [0.41165, -5.62150, -0.60383], [10.10707, 2.20959, -0.76732], [1.79600, 0.05134, -0.73729], [8.20834, 2.08728, -3.81505], [-0.07838, -7.31039, 5.16364], [-6.45938, 9.84017, 0.41983], [-4.78799, 4.96281, -0.39035], [5.33342, 5.05804, 0.81282], [1.83354, 4.35803, -2.68070], [-1.45145, -0.70697, 2.91835], [0.37322, 2.35666, -1.08166], [-3.45655, -6.39147, 2.16763], [-1.32084, -9.21461, 3.48266], [7.34658, 3.98086, 2.68213], [-3.05103, -0.06754, 1.16809], [0.15523, -10.24767, 5.21484], [-1.60080, -7.80172, 1.21944], [1.61102, 4.28059, 1.43924], [-0.58475, 1.04242, -3.81421], [-3.32757, -5.30453, 0.78904], [0.89546, -10.39209, 3.60996]], "forces_ev_per_a": [[-0.1, 0.1, 0.0], [-0.2, 0.0, -0.1], [-0.1, -0.1, 0.0], [0.1, 0.0, -0.2], [0.1, -0.2, 1.0], [-0.5, 0.4, 0.2], [0.2, 0.0, -0.1], [0.2, 0.7, 0.3], [-0.1, 0.0, 0.0], [-0.2, -0.5, -0.1], [0.3, -0.4, -0.2], [-0.3, 0.3, -0.3], [0.4, 0.2, 0.1], [0.4, -0.4, -0.2], [0.1, -0.3, 0.0], [-0.1, 0.1, 0.2], [-0.8, -0.1, 0.0], [0.6, 0.0, 0.3], [-0.2, 0.1, 0.4], [-0.7, -0.8, 0.1], [0.0, 0.0, -0.1], [-0.6, -0.5, 0.4], [-0.4, 0.4, -0.2], [0.2, -0.5, 0.0], [0.6, 0.6, -0.1], [-0.2, 0.1, 0.3], [-0.1, 0.0, 0.1], [0.1, 0.2, -0.1], [0.0, 0.0, 0.0], [0.2, 0.2, 0.1], [0.7, -0.2, -0.5], [0.0, 0.0, 0.1], [-0.1, -0.3, 0.3], [0.2, 0.2, -0.2], [0.0, 0.0, -0.1], [0.8, 0.2, 0.0], [-0.5, 0.2, 0.3], [-0.4, 0.2, 0.0], [0.1, 0.3, 0.2], [-0.4, -0.1, -0.3], [0.0, 0.4, -0.5], [0.7, 0.3, -0.3], [0.1, 0.1, -0.2], [-0.1, 0.0, 0.0], [0.1, 0.0, -0.2], [0.2, 0.2, -0.1], [0.0, 0.0, 0.0], [0.1, -0.2, 0.2], [-0.2, 0.3, 0.1], [0.1, 0.0, 0.0], [0.2, 0.3, -0.2], [-0.2, 0.0, 0.0], [0.1, -0.1, 0.2], [0.0, 0.0, 0.0], [0.2, 0.1, 0.1], [0.0, 0.0, 0.0], [0.0, -0.2, -0.1], [-0.1, 0.2, 0.0], [-0.3, -0.1, 0.0], [0.0, 0.0, 0.0], [0.0, 0.0, 0.0], [-0.1, 0.0, 0.0], [0.0, 0.0, 0.1], [-0.1, 0.1, 0.1], [-0.1, -0.1, -0.1], [-0.1, 0.1, -0.1], [0.0, -0.1, 0.0], [0.0, 0.0, 0.0], [0.0, 0.0, -0.1], [0.1, 0.4, -0.2], [0.1, -0.3, 0.0], [-0.1, 0.0, -0.1], [0.0, 0.0, -0.1], [-0.4, 0.0, 0.3], [0.1, -0.1, 0.0], [0.1, -0.1, -0.1], [-0.1, -0.6, -0.2], [0.0, -0.2, 0.0], [0.0, 0.0, 0.0], [0.0, 0.1, 0.0], [-0.1, 0.1, -0.1], [0.0, 0.0, 0.0], [-0.1, 0.1, 0.1], [0.1, 0.1, 0.0], [0.0, 0.0, -0.1], [0.0, -0.1, 0.0], [0.0, 0.0, 0.0], [0.0, 0.2, -0.1], [0.0, 0.0, 0.0], [0.0, 0.0, 0.0], [-0.1, 0.0, 0.1], [0.2, 0.1, -0.3], [0.0, 0.0, 0.0], [0.2, 0.0, -0.2], [0.1, -0.1, 0.2], [-0.1, -0.4, 0.1], [0.0, -0.1, 0.0], [-0.1, 0.1, 0.1], [0.0, -0.1, 0.0], [0.1, 0.1, -0.2], [0.0, 0.0, 0.0], [-0.1, 0.0, -0.1], [0.0, -0.1, 0.1], [-0.1, -0.2, 0.0], [0.0, 0.0, -0.1], [0.0, 0.0, 0.0]]}



# 2
{"formula": "C3H6N4", "method": "ωB97M-V with the def2-TZVPD basis set", "homo_ha": -0.281, "orbital_gap_ha": 0.315, "de_lowest_kj_mol": 443.5, "elements": ["N", "N", "N", "N", "C", "C", "C", "H", "H", "H", "H", "H", "H"], "coordinates": [[-2.10775, -0.78935, 0.65884], [0.66928, 1.16062, -0.07713], [-1.64048, 0.50607, -0.07350], [0.23373, -0.81348, -0.19074], [-0.36741, 0.25679, -0.19835], [2.00657, 0.61225, -0.11292], [1.70614, -0.65557, -0.19755], [0.43380, 2.01012, -0.51871], [2.82496, 1.42186, -0.28322], [-2.42440, -0.52680, 1.60005], [-0.33266, -1.79802, -0.03596], [2.41662, -1.47190, -0.02287], [-3.07358, -1.36310, 0.09136]], "forces_ev_per_a": [[-3.2, -1.3, -3.0], [0.2, 2.8, -0.7], [-1.3, -1.5, 1.4], [4.8, -11.7, 0.2], [-1.7, 5.3, 1.4], [-2.1, 4.0, -1.4], [-0.3, -3.4, 0.9], [0.3, 1.6, 0.0], [-1.3, -2.4, 0.7], [-0.2, 0.2, -0.8], [2.0, 3.6, -0.4], [-0.8, 0.0, -0.5], [3.7, 2.8, 2.2]]}



# 3
{"formula": "C18H12ClFeNO5S", "method": "ωB97M-V with the def2-TZVPD basis set", "spin_multiplicity": 5, "homo_ha": [-0.276, -0.339], "orbital_gap_ha": [0.247, 0.279], "de_lowest_kj_mol": 0.0, "elements": ["Fe", "Cl", "S", "O", "O", "O", "O", "O", "N", "C", "C", "C", "C", "C", "C", "C", "C", "C", "C", "C", "C", "C", "C", "C", "C", "C", "C", "H", "H", "H", "H", "H", "H", "H", "H", "H", "H", "H", "H"], "coordinates": [[5.18051, -1.64681, -0.58260], [-2.05999, 2.27760, 1.93251], [-1.83031, 0.54790, -0.40876], [-1.25389, 1.56005, -1.26514], [8.05674, -1.73644, -0.66757], [-1.60208, -0.86363, -0.62612], [5.70797, -1.87460, -3.43081], [5.61434, -4.52408, -0.45473], [-8.93010, 1.45738, 0.31300], [1.52546, 0.83647, -0.35071], [-1.20113, 0.92972, 1.24226], [0.86324, 0.48789, 0.82905], [-5.81435, -0.17726, -0.12509], [-4.19422, 2.04938, -0.60023], [1.35593, -0.50877, 1.66866], [-3.62844, 0.78070, -0.43132], [5.37326, -1.69792, -2.32952], [2.82184, 0.53949, -0.76530], [3.95413, 0.09804, -0.01809], [6.91995, -1.59066, -0.46561], [-6.37977, 1.10173, -0.13283], [2.61790, -1.12341, 1.70540], [5.26920, -3.41270, -0.43453], [-4.44303, -0.34450, -0.30579], [3.84707, -0.72400, 1.13709], [-5.56666, 2.20368, -0.41714], [-7.78785, 1.29109, 0.11522], [4.77087, -1.01247, 1.67786], [-3.99399, -1.33697, -0.30706], [-0.03988, 1.28504, 1.26123], [3.04678, 0.82488, -1.79734], [-6.02032, 3.19441, -0.47470], [4.91867, 0.58998, -0.27984], [-1.41658, 0.03757, 1.83407], [2.69887, -1.96358, 2.40466], [0.96360, 1.45674, -1.05303], [-6.43949, -1.05204, 0.03719], [0.66164, -0.85624, 2.44157], [-3.56588, 2.89633, -0.87590]], "forces_ev_per_a": [[-1.9, 0.8, 1.0], [-0.6, 0.8, 0.5], [0.0, 0.1, -0.9], [-0.4, -0.3, 0.0], [-1.9, 0.4, 0.6], [0.0, 0.6, 0.1], [-0.8, 0.5, 2.2], [-0.9, 2.2, 0.1], [2.6, -0.4, -0.4], [1.1, 0.5, -1.2], [-3.8, -0.2, 0.5], [4.1, -0.9, -0.3], [0.0, -0.2, -0.1], [0.0, -0.1, 0.2], [0.6, -0.6, 0.7], [0.0, 0.0, -0.1], [0.7, -0.5, -3.7], [-1.4, 0.9, -0.8], [0.4, -0.9, 2.2], [3.9, -0.1, -0.4], [0.5, -0.1, -0.1], [-1.7, -0.6, 1.0], [0.8, -3.5, 0.1], [0.1, 0.1, 0.5], [1.2, 1.5, -2.1], [0.1, 0.3, -0.1], [-2.4, 0.3, 0.4], [-0.5, 0.3, -0.2], [-0.1, 0.3, 0.1], [0.1, -0.6, -0.4], [-0.1, 0.1, 0.3], [0.2, -0.3, -0.1], [-0.5, -0.5, 0.2], [0.5, 0.2, 0.1], [-0.1, 0.4, -0.1], [0.1, -0.3, 0.0], [0.1, 0.2, -0.1], [0.2, -0.1, -0.1], [-0.1, -0.2, 0.3]]}